#a
Molecular formula: C3H14NO4
Method: DFT, ωB97M-V with the def2-TZVPD basis set

* total charge: +1
* HOMO level: -14.051 eV
* Kohn-Sham gap: 10.85 eV
* M: 128.1 g/mol
* LUMO: -3.2 eV
* spin multiplicity: 1

Each line ends with the Mulliken charge.
Positions of all 22 atoms, in Å:
O (-1.322, 1.316, -1.725)  -0.414
C (-2.003, 0.395, -1.370)  -0.132
C (-1.536, -0.214, 0.011)  0.285
C (-1.797, -1.747, -0.025)  -1.352
N (-0.152, 0.124, 0.419)  -0.058
H (-2.994, 0.075, -1.746)  0.337
H (-2.306, 0.234, 0.643)  0.231
H (-1.048, -2.172, -0.717)  0.420
H (-2.753, -1.806, -0.596)  0.393
H (-1.761, -2.246, 0.969)  0.357
H (-0.125, 0.759, 1.215)  0.300
H (0.531, 0.469, -0.290)  0.258
H (0.374, -0.777, 0.563)  0.400
H (2.058, -0.258, -1.589)  0.295
H (1.939, 0.551, -2.866)  0.339
O (2.076, 0.654, -1.904)  -0.631
H (1.402, 2.645, 2.372)  0.313
H (0.067, 2.845, 1.602)  0.333
O (0.590, 2.187, 2.069)  -0.684
H (3.328, -0.450, 1.438)  0.292
H (2.836, -1.679, 0.511)  0.314
O (2.595, -0.906, 1.015)  -0.596

#b
Molecular formula: C3H14NO4
Method: DFT, ωB97M-V with the def2-TZVPD basis set

* total charge: +1
* HOMO level: -14.006 eV
* Kohn-Sham gap: 10.82 eV
* M: 128.1 g/mol
* LUMO: -3.2 eV
* spin multiplicity: 1

Each line ends with the Mulliken charge.
Positions of all 22 atoms, in Å:
O (-2.212, -0.575, 1.370)  -0.432
C (-2.061, -1.077, 0.292)  0.046
C (-0.692, -1.508, -0.265)  -0.647
N (0.398, -0.530, -0.050)  0.061
C (0.686, 0.126, -1.352)  -0.883
H (-2.915, -1.504, -0.234)  0.373
H (-0.541, -2.507, 0.148)  0.400
H (-0.833, -1.853, -1.287)  0.406
H (0.120, 0.163, 0.682)  0.396
H (1.245, -0.977, 0.387)  0.308
H (0.164, 1.037, -1.633)  0.219
H (0.368, -0.389, -2.258)  0.418
H (1.824, 0.137, -1.426)  0.351
H (-3.087, 2.121, -0.498)  0.327
H (-2.005, 2.291, -1.607)  0.314
O (-2.646, 1.680, -1.237)  -0.618
H (3.555, -0.808, 1.536)  0.337
H (2.436, -1.497, 2.298)  0.324
O (2.618, -0.716, 1.755)  -0.676
H (1.842, 2.208, 0.720)  0.304
H (0.820, 2.202, 1.798)  0.312
O (0.916, 1.973, 0.861)  -0.643

Need the numbers? Relative energies in kJ/mol: #a 0.0; #b 35.0.

#a
Molecular formula: H3S3
Method: DFT, ωB97M-V with the def2-TZVPD basis set

* total charge: -1
* HOMO level: -2.877 eV
* Kohn-Sham gap: 6.47 eV
* M: 99.2 g/mol
* LUMO: 3.6 eV
* spin multiplicity: 1

Each line ends with the Mulliken charge.
Positions of all 6 atoms, in Å:
S (-0.762, -0.131, 1.868)  -0.284
H (-0.527, 0.993, 2.511)  0.082
S (1.216, -1.101, -1.362)  -0.417
S (-1.241, 0.812, 0.060)  -0.580
H (1.140, -0.252, -2.403)  0.076
H (0.173, -0.321, -0.673)  0.123

#b
Molecular formula: H3S3
Method: DFT, ωB97M-V with the def2-TZVPD basis set

* total charge: -1
* HOMO level: -2.671 eV
* Kohn-Sham gap: 6.22 eV
* M: 99.2 g/mol
* LUMO: 3.6 eV
* spin multiplicity: 1

Each line ends with the Mulliken charge.
Positions of all 6 atoms, in Å:
S (0.619, 1.159, 1.224)  -0.270
H (0.472, 2.385, 1.661)  0.056
S (-0.403, -2.251, -0.511)  -0.364
S (-0.211, 1.138, -0.658)  -0.579
H (-0.333, -2.266, -1.856)  0.084
H (-0.222, -0.860, -0.679)  0.073

Need the numbers? Relative energies in kJ/mol: #a 0.0; #b 9.4.

#a
Molecular formula: C5H7NO
Method: DFT, ωB97M-V with the def2-TZVPD basis set

* total charge: 0
* HOMO level: -9.574 eV
* Kohn-Sham gap: 9.51 eV
* M: 97.1 g/mol
* LUMO: -0.1 eV
* spin multiplicity: 1

Each line ends with the Mulliken charge.
Positions of all 14 atoms, in Å:
C (-0.961, -1.047, 0.526)  -1.328
C (-0.618, 0.394, 0.137)  0.630
C (-1.570, 0.895, -0.879)  0.051
N (-2.299, 1.275, -1.687)  -0.442
C (0.809, 0.544, -0.496)  -0.779
C (2.139, 0.178, 0.245)  -0.012
O (1.651, 0.264, 1.355)  -0.407
H (-1.987, -1.115, 0.898)  0.360
H (-0.280, -1.382, 1.312)  0.365
H (-0.868, -1.709, -0.342)  0.331
H (-0.701, 1.040, 1.014)  0.281
H (0.877, -0.192, -1.290)  0.312
H (0.990, 1.549, -0.846)  0.374
H (2.818, -0.695, 0.051)  0.264

#b
Molecular formula: C5H7NO
Method: DFT, ωB97M-V with the def2-TZVPD basis set

* total charge: 0
* HOMO level: -9.529 eV
* Kohn-Sham gap: 10.59 eV
* M: 97.1 g/mol
* LUMO: 1.1 eV
* spin multiplicity: 1

Each line ends with the Mulliken charge.
Positions of all 14 atoms, in Å:
C (-1.575, -0.877, -0.294)  -0.468
N (-1.799, 0.569, -0.204)  -0.637
C (-0.467, 0.078, -0.092)  0.397
C (0.650, 0.172, 0.962)  -0.216
C (1.667, -0.301, -0.103)  -0.575
C (0.750, 0.748, -0.733)  -0.183
O (0.880, 1.549, 0.505)  -0.508
H (-1.826, -1.469, 0.590)  0.225
H (-1.827, -1.359, -1.236)  0.237
H (-2.249, 0.894, 0.642)  0.237
H (0.668, -0.035, 2.036)  0.477
H (1.627, -1.325, -0.484)  0.244
H (2.683, 0.057, 0.082)  0.280
H (0.818, 1.299, -1.671)  0.490

#c
Molecular formula: C5H7NO
Method: DFT, ωB97M-V with the def2-TZVPD basis set

* total charge: 0
* HOMO level: -7.633 eV
* Kohn-Sham gap: 8.59 eV
* M: 97.1 g/mol
* LUMO: 1.0 eV
* spin multiplicity: 1

Each line ends with the Mulliken charge.
Positions of all 14 atoms, in Å:
C (2.255, -0.182, -0.271)  -1.108
C (0.784, 0.050, -0.133)  0.860
C (0.146, 1.064, -0.798)  -0.631
O (-1.220, 0.969, -0.561)  -0.272
C (-1.392, -0.084, 0.237)  0.465
N (-2.696, -0.330, 0.593)  -0.516
C (-0.205, -0.678, 0.577)  -0.742
H (2.775, -0.183, 0.692)  0.300
H (2.680, 0.593, -0.919)  0.327
H (2.447, -1.145, -0.767)  0.264
H (0.602, 1.992, -0.487)  0.214
H (-3.357, -0.100, -0.135)  0.268
H (-2.827, -1.260, 0.952)  0.238
H (-0.044, -1.389, 1.373)  0.335

#d
Molecular formula: C5H7NO
Method: DFT, ωB97M-V with the def2-TZVPD basis set

* total charge: 0
* HOMO level (alpha / beta): -7.135 / -7.974 eV
* Kohn-Sham gap (alpha / beta): 7.06 / 8.64 eV
* M: 97.1 g/mol
* LUMO (alpha / beta): -0.1 / 0.7 eV
* spin multiplicity: 1

Each line ends with the Mulliken charge.
Positions of all 14 atoms, in Å:
O (0.412, 1.512, 1.828)  -0.478
C (0.976, 1.117, 0.687)  -0.441
C (0.428, 0.873, -0.625)  0.248
C (0.036, -0.473, -1.202)  -0.204
C (-0.240, -1.548, -0.178)  -0.478
C (-0.952, -0.429, 0.550)  -0.568
N (-0.988, 0.413, -0.655)  -0.487
H (2.010, 1.477, 0.672)  0.385
H (0.788, 1.544, -1.414)  0.394
H (0.185, -0.590, -2.272)  0.388
H (0.587, -2.082, 0.299)  0.247
H (-0.927, -2.270, -0.638)  0.268
H (-0.431, 1.009, 1.840)  0.343
H (-1.883, -0.553, 1.107)  0.385

Need the numbers? Relative energies in kJ/mol: #a 140.4; #b 286.5; #c 0.0; #d 442.5.

#a
Molecular formula: C2H4F3N
Method: DFT, ωB97M-V with the def2-TZVPD basis set

* total charge: 0
* HOMO level (alpha / beta): -10.794 / -10.797 eV
* Kohn-Sham gap (alpha / beta): 9.35 / 9.35 eV
* M: 99.1 g/mol
* LUMO (alpha / beta): -1.4 / -1.4 eV
* spin multiplicity: 1

Each line ends with the Mulliken charge.
Positions of all 10 atoms, in Å:
C (1.185, -0.122, 0.418)  -0.830
C (-0.124, -0.090, -0.036)  0.281
N (-1.169, -0.669, -0.182)  0.234
F (-0.113, 2.499, -0.753)  -0.492
F (-2.407, -0.112, -0.306)  -0.087
F (-1.634, -2.326, -0.026)  -0.419
H (1.651, -0.880, -0.260)  0.273
H (1.629, 0.782, 0.376)  0.379
H (1.194, -0.516, 1.468)  0.274
H (-0.213, 1.433, -0.698)  0.387

#b
Molecular formula: C2H4F3N
Method: DFT, ωB97M-V with the def2-TZVPD basis set

* total charge: 0
* HOMO level: -10.985 eV
* Kohn-Sham gap: 12.03 eV
* M: 99.1 g/mol
* LUMO: 1.0 eV
* spin multiplicity: 1

Each line ends with the Mulliken charge.
Positions of all 10 atoms, in Å:
N (-0.118, 0.216, 0.870)  -0.573
C (0.326, 0.413, -0.453)  0.122
F (1.582, 1.230, -0.394)  -0.384
C (0.799, -0.984, -1.155)  0.224
F (1.643, -1.580, -0.386)  -0.236
F (1.366, -0.835, -2.374)  -0.261
H (0.509, -0.405, 1.323)  0.253
H (-0.155, 1.058, 1.331)  0.244
H (-0.289, 1.030, -1.051)  0.343
H (-0.116, -1.450, -1.403)  0.269

Need the numbers? Relative energies in kJ/mol: #a 622.1; #b 0.0.

#a
Molecular formula: C4H9F2N
Method: DFT, ωB97M-V with the def2-TZVPD basis set

* total charge: 0
* HOMO level (alpha / beta): -8.629 / -8.630 eV
* Kohn-Sham gap (alpha / beta): 8.97 / 8.97 eV
* M: 109.1 g/mol
* LUMO (alpha / beta): 0.3 / 0.3 eV
* spin multiplicity: 1

Each line ends with the Mulliken charge.
Positions of all 16 atoms, in Å:
C (2.004, 0.621, -0.262)  -1.190
C (-0.454, -1.198, 0.934)  -1.202
C (0.468, 0.986, -0.308)  -0.412
C (-0.208, -0.340, -0.318)  0.040
N (-2.231, 0.426, -0.806)  -0.108
F (-2.918, -0.791, -0.803)  -0.182
F (-2.583, 1.000, 0.428)  -0.181
H (2.317, -0.011, 0.692)  0.258
H (2.393, -0.051, -1.022)  0.365
H (2.522, 1.467, -0.198)  0.422
H (0.230, -1.002, 1.660)  0.443
H (-1.457, -1.061, 1.312)  0.371
H (-0.328, -2.266, 0.644)  0.278
H (0.071, 1.521, 0.569)  0.301
H (0.373, 1.441, -1.191)  0.374
H (-0.197, -0.743, -1.331)  0.423

#b
Molecular formula: C4H9F2N
Method: DFT, ωB97M-V with the def2-TZVPD basis set

* total charge: 0
* HOMO level (alpha / beta): -7.557 / -7.559 eV
* Kohn-Sham gap (alpha / beta): 8.66 / 8.67 eV
* M: 109.1 g/mol
* LUMO (alpha / beta): 1.1 / 1.1 eV
* spin multiplicity: 1

Each line ends with the Mulliken charge.
Positions of all 16 atoms, in Å:
C (-0.630, -1.815, 0.504)  -1.341
C (0.715, 1.739, 0.297)  -1.044
C (-0.350, -0.331, 0.210)  0.032
C (-0.264, -0.324, -2.231)  0.088
N (0.802, 0.277, 0.592)  -0.269
F (1.090, -0.103, -2.409)  -0.270
F (-0.535, -1.555, -2.716)  -0.272
H (-0.606, -2.059, 1.561)  0.405
H (0.196, -2.470, 0.162)  0.293
H (-1.523, -2.018, 0.151)  0.389
H (1.482, 2.430, 0.599)  0.369
H (0.476, 2.046, -0.706)  0.342
H (-0.108, 2.118, 0.759)  0.437
H (-1.228, 0.380, 0.309)  0.281
H (-0.863, 0.328, -2.750)  0.264
H (1.613, -0.177, 0.203)  0.294

Need the numbers? Relative energies in kJ/mol: #a 263.9; #b 0.0.

#a
Molecular formula: C3H7NO2
Method: DFT, ωB97M-V with the def2-TZVPD basis set

* total charge: 0
* HOMO level: -9.425 eV
* Kohn-Sham gap: 9.58 eV
* M: 89.1 g/mol
* LUMO: 0.2 eV
* spin multiplicity: 1

Each line ends with the Mulliken charge.
Positions of all 13 atoms, in Å:
N (-1.089, -0.830, -0.626)  -0.348
C (-1.039, 0.479, -0.982)  0.575
O (-1.463, 0.873, -2.051)  -0.622
C (-0.441, 1.402, 0.057)  -0.829
C (2.265, -0.799, 0.695)  -0.262
O (1.218, -1.356, 1.262)  -0.339
H (-0.579, -1.169, 0.173)  0.244
H (-1.372, -1.481, -1.340)  0.222
H (-1.222, 2.012, 0.494)  0.286
H (0.255, 2.088, -0.408)  0.268
H (1.956, -0.667, -0.369)  0.193
H (0.107, 0.949, 0.891)  0.242
H (1.405, -1.501, 2.205)  0.370

#b
Molecular formula: C3H7NO2
Method: DFT, ωB97M-V with the def2-TZVPD basis set

* total charge: 0
* HOMO level: -9.627 eV
* Kohn-Sham gap: 10.63 eV
* M: 89.1 g/mol
* LUMO: 1.0 eV
* spin multiplicity: 1

Each line ends with the Mulliken charge.
Positions of all 13 atoms, in Å:
C (-1.784, 0.237, 0.264)  -0.875
C (-0.956, -0.421, -0.797)  -0.111
O (0.516, 0.674, -0.831)  -0.525
C (1.211, -0.035, 0.008)  0.711
O (0.701, -1.051, 0.485)  -0.646
N (2.487, 0.261, 0.377)  -0.436
H (-2.051, 1.247, -0.036)  0.269
H (-1.148, 0.260, 1.148)  0.272
H (-2.685, -0.324, 0.553)  0.308
H (-0.983, -1.518, -0.705)  0.268
H (-1.050, -0.145, -1.824)  0.318
H (2.779, -0.308, 1.157)  0.233
H (2.965, 1.124, 0.203)  0.213

#c
Molecular formula: C3H7NO2
Method: DFT, ωB97M-V with the def2-TZVPD basis set

* total charge: 0
* HOMO level: -9.821 eV
* Kohn-Sham gap: 10.68 eV
* M: 89.1 g/mol
* LUMO: 0.9 eV
* spin multiplicity: 1

Each line ends with the Mulliken charge.
Positions of all 13 atoms, in Å:
C (1.741, 0.382, 0.274)  -1.105
C (0.286, 0.244, -0.070)  0.802
C (-0.591, -0.654, 0.786)  -0.447
O (-1.377, -1.562, 0.057)  -0.537
N (-0.136, 0.906, -1.076)  -0.537
O (-1.521, 0.735, -1.252)  -0.409
H (2.179, 1.247, -0.229)  0.348
H (1.872, 0.495, 1.357)  0.326
H (2.290, -0.518, -0.028)  0.266
H (-1.207, -0.004, 1.430)  0.251
H (0.047, -1.253, 1.442)  0.310
H (-1.930, -1.015, -0.521)  0.375
H (-1.655, 0.999, -2.169)  0.357

#d
Molecular formula: C3H7NO2
Method: DFT, ωB97M-V with the def2-TZVPD basis set

* total charge: 0
* HOMO level: -10.117 eV
* Kohn-Sham gap: 10.86 eV
* M: 89.1 g/mol
* LUMO: 0.7 eV
* spin multiplicity: 1

Each line ends with the Mulliken charge.
Positions of all 13 atoms, in Å:
C (0.970, 1.043, 0.072)  -1.135
C (0.324, -0.331, 0.405)  0.295
N (0.696, -1.262, -0.581)  -0.695
C (-1.200, -0.145, 0.094)  0.475
O (-1.937, -1.087, 0.173)  -0.603
O (-1.658, 1.004, -0.357)  -0.445
H (0.416, 1.850, 0.631)  0.283
H (2.110, 1.019, 0.169)  0.315
H (0.756, 1.152, -1.029)  0.310
H (0.488, -0.642, 1.429)  0.350
H (0.118, -1.990, -0.254)  0.253
H (1.594, -1.510, -0.340)  0.238
H (-2.678, 0.901, -0.412)  0.359

Need the numbers? Relative energies in kJ/mol: #a 202.8; #b 86.1; #c 131.5; #d 0.0.